(1)
21
Properties=species:S:1:pos:R:3 method="wB97M-V/def2-TZVPD" relative_energy_kcal_mol=0.00 lumo_ev=0.2 homo_lumo_gap_ev=9.591 largest_force_ev_per_a=0.9 homo_energy_ev=-9.39
N -0.52873 0.85663 -1.34654
C 0.70212 0.10177 -0.98976
C 0.35407 -1.23489 -0.35673
S 1.81911 -2.26706 -0.13218
S 2.47281 -1.62529 1.71949
H -0.46132 1.07654 -2.33147
H -0.53072 1.74483 -0.86909
H 1.32414 -0.02268 -1.87654
H 1.33587 0.70220 -0.34115
H -0.13168 -1.04296 0.59645
H -0.36355 -1.76625 -0.97106
H 1.89944 -2.51409 2.55052
O -2.55010 -0.62237 -3.07722
H -3.22222 -1.11618 -2.59588
H -1.85330 -0.48194 -2.41957
O -1.43626 0.78926 1.70350
H -0.63010 1.32005 1.85103
H -2.08764 1.42905 1.38556
O 1.15988 1.80716 2.25079
H 1.08948 1.87000 3.20763
H 1.63870 0.99622 2.04221

***

(2)
21
Properties=species:S:1:pos:R:3 method="wB97M-V/def2-TZVPD" relative_energy_kcal_mol=0.00 total_charge=+1 lumo_ev="-4.8 / -8.5" homo_lumo_gap_ev="8.986 / 5.043" s_squared=0.76 largest_force_ev_per_a=2.5 homo_energy_ev="-13.81 / -13.57" multiplicity=2
N 1.78391 1.50036 -1.37573
C 1.54952 1.43307 0.03747
C 1.35047 -0.08767 0.40916
S 0.82682 -0.23561 2.11482
S -1.19919 0.10517 2.19210
H 2.37385 2.28523 -1.61570
H 1.01699 1.46011 -2.03254
H 2.43495 1.80153 0.54334
H 0.64801 2.02894 0.32806
H 0.62243 -0.67803 -0.14614
H 2.28136 -0.66487 0.31877
H -1.70102 -0.81035 1.33007
H 2.02402 -1.29200 -3.27969
H 2.00559 -1.55706 -1.68418
O 1.67988 -1.80705 -2.55597
H -1.91213 -1.94684 -1.54551
H -0.93046 -1.48365 -2.55433
O -1.76884 -1.21028 -2.15989
H -3.80762 0.45424 -1.28928
H -2.20116 0.63240 -1.18063
O -3.05472 1.02322 -1.31457

***

(3)
20
Properties=species:S:1:pos:R:3 method="wB97M-V/def2-TZVPD" relative_energy_kcal_mol=39.72 lumo_ev=0.4 homo_lumo_gap_ev=8.961 largest_force_ev_per_a=2.3 homo_energy_ev=-8.60
C 2.06101 -2.16298 1.10609
C 0.87585 -1.56632 1.27466
N 0.53057 -0.20721 1.41968
H 2.87565 -1.74139 0.53209
H 2.16753 -3.14444 1.54386
H 0.06231 -2.17288 1.66977
H 0.13513 -0.04499 2.33350
H 1.36889 0.35561 1.35921
O 2.29579 1.15104 -2.79694
H 1.62166 0.52076 -2.50915
H 2.85109 1.30690 -2.02083
O -2.90321 0.83804 1.91985
H -2.47231 0.61064 1.07959
H -3.48085 1.58632 1.75215
O -1.76791 -0.40146 -0.37006
H -1.28723 0.41197 -0.58267
H -1.11755 -1.07597 -0.58551
O -1.06048 1.56339 -2.25087
H -2.00561 1.77140 -2.23757
H -0.75032 2.40158 -2.63686

***

(4)
20
Properties=species:S:1:pos:R:3 method="wB97M-V/def2-TZVPD" relative_energy_kcal_mol=25.63 lumo_ev=0.4 homo_lumo_gap_ev=8.736 largest_force_ev_per_a=2.1 homo_energy_ev=-8.29
C 0.49271 0.12845 -1.79002
C 0.27420 -1.07691 -1.28804
N -1.00434 -1.56972 -1.04346
H -0.28417 0.86527 -2.01209
H 1.41596 0.68053 -1.88924
H 1.00169 -1.86302 -1.13462
H -1.78963 -0.98293 -1.24661
H -1.12803 -2.52396 -0.76889
O -2.24439 0.99995 0.06381
H -2.17656 1.94114 0.25370
H -2.43926 0.49593 0.86669
O 2.15106 -0.73921 1.15368
H 3.04395 -0.55952 1.44999
H 1.81803 0.17218 0.97224
O 1.27781 1.84430 0.75407
H 1.69320 2.69665 0.67692
H 0.65381 1.63398 0.03735
O -1.12879 -0.68020 1.96660
H -0.32866 -0.18354 1.73584
H -1.29860 -1.27937 1.24210

***

(5)
20
Properties=species:S:1:pos:R:3 method="wB97M-V/def2-TZVPD" relative_energy_kcal_mol=79.72 lumo_ev=0.3 homo_lumo_gap_ev=8.948 largest_force_ev_per_a=4.9 homo_energy_ev=-8.62
C 0.34740 -1.22758 -1.25729
N 0.19273 -0.31577 -2.13150
C -0.98160 0.40657 -2.32060
H 0.27633 -0.82304 -0.19799
H 0.96676 -2.04484 -1.40628
H -0.79638 1.51492 -2.11316
H -1.37399 0.28373 -3.28525
H -1.72097 0.04560 -1.63547
O 2.98196 0.18985 1.99476
H 2.65310 0.63486 2.78856
H 3.92748 -0.00194 2.02566
O -1.47731 1.50317 0.67407
H -0.78894 1.59916 -0.03410
H -2.36430 1.36344 0.24504
O 1.35038 2.62958 -0.09215
H 1.16630 1.68942 0.26785
H 1.69830 3.19537 0.59366
O -2.43022 -3.44874 1.96658
H -2.48149 -4.35245 1.55680
H -2.10454 -2.95862 1.23636

***

(6)
20
Properties=species:S:1:pos:R:3 method="wB97M-V/def2-TZVPD" relative_energy_kcal_mol=220.47 lumo_ev=-5.6 homo_lumo_gap_ev=3.983 largest_force_ev_per_a=4.4 homo_energy_ev=-9.57
C -0.02273 -1.06938 0.97050
C 1.28379 -0.34588 0.36167
N 1.10604 -0.18572 -1.11953
H -0.80986 -0.42651 0.63466
H -0.02801 -1.01965 2.07928
H -0.25071 -2.09602 0.53552
H 2.16861 -0.95942 0.62592
H 1.39679 0.64539 0.82113
H 0.37844 2.01944 3.06925
H -0.01079 1.79869 0.95679
O 0.20739 1.42270 2.20838
H -1.31316 1.09042 -1.21431
H -1.61777 -0.41591 -1.68200
O -1.96220 0.51900 -1.67644
H -1.09015 -2.72293 -2.08774
H -0.47901 3.06883 -0.05526
O -0.36679 2.05404 -0.03218
H 0.36304 -0.90025 -1.37768
H 1.96828 -0.51386 -1.51282
O -0.92119 -1.96300 -1.50515

***

(7)
20
Properties=species:S:1:pos:R:3 method="wB97M-V/def2-TZVPD" relative_energy_kcal_mol=44.30 lumo_ev=0.5 homo_lumo_gap_ev=10.707 largest_force_ev_per_a=4.5 homo_energy_ev=-10.22
C 0.92887 2.89663 0.37036
N 0.93711 1.41137 0.44973
C -0.14632 0.72338 -0.28883
O -0.21593 1.00467 -1.77868
H -0.00523 3.22902 0.67597
H 1.63563 3.11492 1.16258
H 1.28805 3.33053 -0.60077
H 1.77835 1.02528 -0.11286
H -1.16137 0.90766 0.16695
H 0.17501 -0.34111 -0.30669
H -1.22484 1.07075 -2.01358
O -1.18513 -2.10300 1.02208
H -1.39040 -2.22779 1.93508
H -1.75263 -1.34851 0.80903
O -0.85699 -2.98043 -2.88644
H -0.00244 -2.72366 -2.37483
H -1.48583 -3.20783 -2.26062
O 0.80066 -0.19890 2.90655
H 1.60991 -0.59682 3.02401
H 0.93976 0.38923 2.15026

***

(8)
20
Properties=species:S:1:pos:R:3 method="wB97M-V/def2-TZVPD" relative_energy_kcal_mol=20.97 lumo_ev=0.6 homo_lumo_gap_ev=10.000 largest_force_ev_per_a=1.1 homo_energy_ev=-9.39
N 0.54476 -1.42746 0.08808
C -0.56526 -1.53750 1.01715
C -1.12212 -0.18317 1.38890
O -0.35748 0.43353 2.42779
H 0.57779 -2.22065 -0.54378
H 1.43146 -1.37798 0.57269
H -1.37225 -2.07075 0.51179
H -0.33063 -2.10918 1.91430
H -1.13255 0.47816 0.50819
H -2.14825 -0.21879 1.78272
H 0.15229 1.16303 2.06482
O 2.41081 1.26084 1.39779
H 2.25392 1.08482 0.46027
H 3.07699 0.60075 1.61704
O -1.76329 0.67835 -2.38892
H -1.68406 0.35592 -1.48468
H -2.46039 0.10890 -2.75135
O 0.94257 1.71873 -2.48540
H 1.50244 1.54143 -3.24893
H 0.04324 1.72100 -2.84848

***

(9)
20
Properties=species:S:1:pos:R:3 method="wB97M-V/def2-TZVPD" relative_energy_kcal_mol=67.94 total_charge=+1 lumo_ev="-3.5 / -9.3" homo_lumo_gap_ev="11.481 / 5.633" s_squared=0.76 largest_force_ev_per_a=7.0 homo_energy_ev="-14.97 / -14.96" multiplicity=2
C 1.26948 0.68456 0.77866
N 0.24634 -0.42435 0.61825
C 0.49990 -1.45085 1.54131
O 1.47241 -2.42499 0.87665
H 2.26720 0.28961 1.08541
H 0.63897 1.46994 1.28866
H 1.32295 1.09004 -0.27727
H 0.35349 -0.80436 -0.36164
H 0.81528 -1.32074 2.56456
H -0.43607 -2.19181 1.45275
H 2.21575 -2.76894 1.35925
H -2.10381 0.62330 -0.59360
H -1.99852 -0.34212 -1.57913
O -2.68280 -0.07774 -0.94757
H -0.27928 -0.45572 -3.34400
H -0.47619 -1.28808 -2.13157
O -0.37837 -0.37133 -2.38909
H -1.30680 2.62834 -0.18545
H -0.37301 3.58806 0.44130
O -1.06692 3.54719 -0.19749

***

(10)
20
Properties=species:S:1:pos:R:3 method="wB97M-V/def2-TZVPD" relative_energy_kcal_mol=64.86 total_charge=+1 lumo_ev="-3.9 / -9.9" homo_lumo_gap_ev="10.306 / 4.283" s_squared=0.75 largest_force_ev_per_a=2.8 homo_energy_ev="-14.18 / -14.17" multiplicity=2
C -0.15992 0.40847 1.74387
O -0.37374 0.25874 3.12780
C -0.29384 1.83662 1.16558
N 0.07137 2.01714 -0.26986
H -0.67611 -0.31693 1.15632
H 0.88427 0.01129 1.65045
H -0.23085 1.11382 3.69941
H 0.06066 2.57166 1.91435
H -1.40374 1.77523 1.17329
H 1.10046 1.92418 -0.20027
H -0.00453 2.98491 -0.66274
H -0.85515 -3.51228 0.14367
H 0.56723 -3.10325 -0.00671
O -0.26782 -2.81382 0.43311
H 1.38074 -0.76204 -1.06602
H 1.04335 -1.82370 -2.22641
O 1.57889 -1.59158 -1.50001
H -0.60414 -0.91521 -3.84860
H -1.35425 -0.01947 -2.99465
O -0.46288 -0.04378 -3.43259